(1)
An isolated molecule of C4H10OS, computed with wB97M-V/def2-TZVPD.

The value obtained for the highest occupied orbital energy is -8.01 eV. The SMILES is C=[S@@](C)(=O)CC. Its net charge is 0.

Each line ends with the natural charge from an NBO analysis.
Cartesian coordinates (Å):
S (0.0180, -0.8318, -0.0360)  1.655
O (-0.5679, -1.8923, 0.8649)  -0.945
C (-0.9751, -0.9857, -1.6942)  -0.755
C (0.3678, 1.6530, 1.2702)  -0.662
C (1.6992, -0.8657, 0.0050)  -1.039
C (-0.6979, 0.9040, 0.5544)  -0.537
H (-0.0290, 2.6924, 1.2329)  0.219
H (-1.0501, 1.5367, -0.3659)  0.217
H (-1.4374, 0.4965, 1.2105)  0.241
H (0.4000, 1.2772, 2.2871)  0.220
H (-1.9290, -0.6085, -1.6479)  0.222
H (2.0947, -1.6767, 0.4215)  0.233
H (1.4005, 1.4478, 0.8641)  0.255
H (-1.1162, -2.0493, -1.6653)  0.242
H (-0.3913, -0.5734, -2.4136)  0.214
H (2.2137, -0.5241, -0.8878)  0.221

(2)
A structure of composition C43H42HfP2, computed with wB97M-V/def2-TZVPD.

The value obtained for the highest occupied orbital energy (spin up / spin down) is -11.11 / -11.20 eV. Its net charge is +2.

Each line ends with the Löwdin charge.
Cartesian coordinates (Å):
Hf (0.1102, 1.0612, -1.8327)  1.391
P (-1.4007, -1.2673, -1.7917)  0.930
P (2.4328, -0.0719, -1.8010)  0.914
C (-0.2253, -0.7975, 2.9371)  0.000
C (3.3798, 4.1132, -3.3706)  -0.051
C (-1.8336, 1.4810, -2.6764)  -0.347
C (3.1853, 3.0990, -4.3086)  -0.077
C (-3.7568, 0.1773, -1.9636)  -0.044
C (-2.3491, 2.6420, -2.0222)  -0.048
C (5.1061, -0.6936, -1.4432)  -0.070
C (3.6572, 3.7728, -2.0450)  -0.065
C (3.6035, 2.4482, -1.6376)  -0.112
C (0.0265, -1.5662, -2.8451)  -0.305
C (-0.5825, -0.5242, -0.3615)  -0.274
C (-3.7572, -4.6302, -2.0172)  -0.049
C (-2.2520, 1.3808, -5.4524)  -0.119
C (3.1079, 1.7624, -3.9098)  -0.096
C (-0.2826, -0.7292, 4.3201)  -0.040
C (6.1153, -1.6254, -1.2072)  -0.058
C (-4.3951, 1.4012, -1.7274)  -0.017
C (-3.6868, 2.6006, -1.6286)  -0.023
C (4.4773, -3.2084, -0.3677)  -0.067
C (0.4929, 2.4727, -0.2024)  -0.284
C (-4.2835, -4.6558, -0.7269)  -0.039
C (-1.3907, -0.1338, 4.9471)  -0.023
C (3.4513, -2.2950, -0.6014)  -0.089
C (-1.0338, -0.2343, 0.8060)  -0.008
C (5.8078, -2.8953, -0.6960)  -0.048
C (-2.7980, -3.6851, -2.3776)  -0.054
C (-0.2607, 2.5348, -6.5291)  -0.174
C (-2.8203, -2.8472, -0.0966)  -0.070
C (3.7626, -1.0608, -1.2173)  -0.379
C (-1.2673, -0.2214, 2.1673)  -0.246
C (-1.7031, 2.0455, -6.6729)  -0.175
C (-2.4466, 0.2782, 2.8020)  0.004
C (0.6918, 1.5703, -5.9145)  -0.121
C (-1.6050, -1.0295, -5.9578)  -0.169
C (-0.3121, -0.6089, -6.7062)  -0.158
C (-2.4791, 0.3381, 4.1924)  -0.047
C (-2.4055, 0.1576, -2.3576)  -0.314
C (-2.4073, -2.7131, -1.4308)  -0.307
C (-3.7788, -3.7961, 0.2461)  -0.045
C (0.5888, 0.2412, -5.8546)  -0.106
C (-2.2898, 0.0578, -5.2016)  -0.118
C (1.3294, -1.0232, -2.9036)  -0.383
C (3.1528, 1.4569, -2.5435)  -0.398
H (-1.8082, 1.4120, -7.5642)  0.117
H (-3.0173, -0.2937, -4.4676)  0.096
H (-2.7788, 2.0838, -4.7813)  0.119
H (-4.1048, -3.8586, 1.2787)  0.119
H (-1.3193, -1.8268, -5.2551)  0.077
H (7.1516, -1.3518, -1.4145)  0.118
H (0.0869, 2.8312, -7.5298)  0.133
H (0.2263, -1.5455, -6.9617)  0.128
H (-0.4519, 2.5125, 0.3828)  -0.002
H (3.3408, 5.1589, -3.6819)  0.120
H (6.6072, -3.6253, -0.5205)  0.120
H (-5.4816, 1.4021, -1.6272)  0.130
H (-5.0578, -5.3680, -0.4664)  0.121
H (0.7338, 3.5014, -0.5277)  0.007
H (-0.2533, 3.4595, -5.9374)  0.117
H (2.9598, 0.9542, -4.6294)  0.104
H (0.5898, -1.3157, 2.4204)  0.130
H (-1.2689, 1.6248, -3.6137)  0.092
H (-0.5716, -0.1462, -7.6721)  0.115
H (-0.2244, -2.3690, -3.5467)  0.070
H (1.6545, 2.0248, -5.7131)  0.051
H (1.2982, -0.3661, -5.2884)  0.066
H (2.4132, -2.5255, -0.3467)  0.103
H (-3.3209, 0.5635, 2.2093)  0.122
H (1.2876, 2.1809, 0.5134)  0.015
H (3.8911, 4.5463, -1.3191)  0.119
H (0.5345, -1.1603, 4.9005)  0.123
H (-4.2059, 3.5030, -1.2941)  0.132
H (3.8111, 2.1743, -0.6031)  0.120
H (-1.4282, -0.0859, 6.0371)  0.124
H (5.3400, 0.3040, -1.8218)  0.103
H (-4.3016, -0.7720, -1.9089)  0.131
H (-2.3755, -2.1839, 0.6449)  0.087
H (1.9950, -1.4204, -3.6878)  0.083
H (3.0716, 3.3603, -5.3605)  0.115
H (-2.3344, 2.9338, -6.8231)  0.125
H (-2.2980, -1.5114, -6.6741)  0.134
H (-4.0859, -5.3576, -2.7504)  0.120
H (4.2465, -4.1748, 0.0814)  0.113
H (-1.7377, 3.5429, -1.9266)  0.130
H (-2.3534, -3.6793, -3.3740)  0.109
H (-3.3654, 0.7309, 4.7010)  0.123

(3)
A cluster of 2 separate species, C4H4ClNOS in total, computed with wB97M-V/def2-TZVPD.

The value obtained for the highest occupied orbital energy is -8.42 eV. Its net charge is 0.

Each line ends with the natural charge from an NBO analysis.
Cartesian coordinates (Å):
Cl (-3.1454, 0.8668, -0.1837)  0.069
S (2.2387, 1.5604, -0.0707)  0.468
O (0.9834, -1.9599, -0.3081)  -0.600
N (2.3380, -0.1455, -0.0488)  -0.768
C (0.0932, 0.2294, 0.0115)  -0.096
C (0.4564, 1.4963, 0.0193)  -0.431
C (1.1031, -0.7713, -0.1728)  0.530
C (-2.3992, -0.6299, 0.0464)  -0.266
H (3.2186, -0.5432, 0.2915)  0.433
H (-2.0967, -1.3158, -0.7040)  0.223
H (-2.5984, -1.1076, 0.9370)  0.189
H (-0.1917, 2.3202, 0.1823)  0.248

(4)
A cluster of 7 separate species, C28H38N6O2S in total, computed with wB97M-V/def2-TZVPD.

The value obtained for the highest occupied orbital energy is -7.90 eV. The SMILES is O=S1(=O)CCCC1.c1cc[nH]c1.c1cc[nH]c1.c1cc[nH]c1.c1cc[nH]c1.c1cc[nH]c1.c1cc[nH]c1. Its net charge is 0.

Each line ends with the Löwdin charge.
Cartesian coordinates (Å):
S (0.1499, 1.6214, -1.7516)  0.726
O (0.1056, 3.0185, -1.2804)  -0.357
O (1.4779, 1.0091, -1.9539)  -0.353
N (5.6997, 5.7210, 0.5317)  0.010
N (-6.0917, 2.9054, 4.9517)  -0.026
N (8.7403, -0.2698, -5.8156)  0.012
N (-1.2209, -6.3280, 2.1496)  0.014
N (-6.8950, -6.9912, -4.7269)  0.001
N (0.1666, 3.1398, 4.0749)  0.023
C (-1.5263, -0.4568, -1.6619)  -0.235
C (-0.0627, 2.2281, 5.1356)  -0.137
C (-7.1282, 0.9613, 5.1927)  -0.134
C (-2.4729, -5.8977, 1.6544)  -0.135
C (-6.7706, 2.1748, 5.8599)  -0.126
C (9.6523, 0.2259, -4.9382)  -0.185
C (-6.6921, 1.0612, 3.9171)  -0.148
C (5.1859, 7.0202, 0.4860)  -0.123
C (2.1201, 2.1950, 4.7117)  -0.120
C (-2.9207, -4.7981, 2.3806)  -0.122
C (-0.9009, -5.4417, 3.1759)  -0.144
C (7.6767, -0.5383, -5.0808)  -0.188
C (-6.3397, -7.3065, -5.9387)  -0.138
C (-0.8744, 0.5393, -0.7006)  -0.244
C (9.1619, 0.4646, -3.6889)  -0.085
C (-4.9721, -5.9613, -4.8716)  -0.156
C (1.1336, 1.8229, 5.6370)  -0.140
C (-5.7892, 2.1636, 3.7911)  -0.082
C (7.3147, 7.1200, 1.3107)  -0.113
C (-5.1626, -6.5728, -6.1153)  -0.088
C (1.5125, 3.0394, 3.8033)  -0.151
C (7.0041, 5.8195, 0.9639)  -0.153
C (-1.9181, -4.4940, 3.3463)  -0.117
C (7.8483, -0.1020, -3.7831)  -0.103
C (-0.7882, 1.3577, -3.3411)  -0.175
C (6.1245, 7.8261, 1.1066)  -0.145
C (-6.0177, -6.1787, -4.0652)  -0.164
C (-1.9842, 0.4623, -2.8013)  -0.223
H (-0.6205, -7.0461, 1.7701)  0.140
H (-7.6894, -7.3779, -4.2375)  0.147
H (2.0496, 3.4616, 2.9669)  0.102
H (6.7771, -0.7988, -5.6186)  0.109
H (5.9341, 8.8577, 1.3635)  0.088
H (-6.7332, -8.1611, -6.4689)  0.102
H (-0.2741, 0.7503, -4.0860)  0.098
H (-3.8375, -4.2440, 2.2433)  0.085
H (-7.2212, 2.5350, 6.7729)  0.102
H (-6.8890, 0.2073, 3.2858)  0.089
H (9.7101, 0.8309, -2.8336)  0.093
H (-0.4378, 0.1040, 0.1983)  0.113
H (-1.7996, 0.9683, -0.3159)  0.100
H (-2.0188, -3.8778, 4.2275)  0.087
H (4.1821, 7.2266, 0.1453)  0.099
H (1.2827, 1.1575, 6.4745)  0.094
H (7.6472, 4.9544, 1.0301)  0.101
H (8.8659, -0.2794, -6.8178)  0.158
H (-1.1837, 2.2744, -3.7786)  0.096
H (-2.3402, -0.9707, -1.1505)  0.118
H (-7.7535, 0.1670, 5.5728)  0.091
H (-0.0044, -5.4490, 3.7780)  0.097
H (-2.8669, -6.3330, 0.7478)  0.094
H (-0.7414, -1.1660, -1.9245)  0.115
H (10.6058, 0.5367, -5.3388)  0.103
H (5.2357, 4.8740, 0.2361)  0.144
H (-2.7483, 1.1357, -2.4130)  0.110
H (-1.0383, 2.0283, 5.5534)  0.097
H (-0.5279, 3.7427, 3.6573)  0.141
H (8.2087, 7.6000, 1.6805)  0.092
H (3.0960, 1.7501, 4.8387)  0.093
H (-4.5179, -6.6042, -6.9812)  0.091
H (-5.2084, 2.4587, 2.9297)  0.089
H (-6.2955, -5.9046, -3.0582)  0.110
H (-4.0936, -5.4981, -4.4472)  0.094
H (-2.3811, -0.1376, -3.6203)  0.109
H (-6.0258, 3.9131, 4.9641)  0.145
H (7.1067, -0.2462, -3.0114)  0.087

It is found that the DFT total energy values, taken in the order of the records, are -17188.5595, -65131.9096, -31103.3630, -53517.3760 eV.
It is found that the largest force on an atom values, taken in the order of the records, are 5.18, 4.26, 3.86, 3.79 eV/Å.